# 1
DFT (ωB97M-V with the def2-TZVPD basis set) results for a structure of composition C15H74BNO33 at a distorted geometry.

Structure (XYZ):
```
124
Properties=species:S:1:pos:R:3:lowdin_charge:R:1
C 2.79100 28.14300 53.63300 -0.088
C 3.73600 27.54000 52.55600 -0.280
C 4.56400 26.54300 53.04900 -0.242
C 5.66500 25.94400 52.09600 -0.076
N 6.35000 24.71100 52.57700 -0.190
C 7.10700 24.92900 53.80500 -0.142
C 8.28000 23.89400 53.97400 -0.142
C 8.65200 23.78900 52.51600 -0.111
C 7.44500 24.31200 51.63300 -0.064
C 5.47400 23.47900 52.84400 -0.063
C 4.55500 23.15300 51.62900 -0.206
C 3.57000 22.08300 51.89200 -0.106
H 2.17900 27.35200 53.78800 0.003
H 2.21700 29.18700 53.30200 0.140
H 3.35400 28.55400 54.51700 0.079
H 4.58400 28.26800 52.31100 0.116
H 2.98100 27.25100 51.73700 0.161
H 3.81700 25.84100 53.30600 0.103
H 5.02300 26.83700 54.00400 0.116
H 6.33700 26.74900 52.12400 0.094
H 5.30200 25.77800 51.01300 0.157
H 6.55400 25.01300 54.85200 0.134
H 7.62800 25.99600 53.71000 0.176
H 7.90500 22.96800 54.48600 0.087
H 9.13700 24.24700 54.62800 0.105
H 8.76900 22.59800 52.38600 0.166
H 9.56300 24.24200 52.43000 0.066
H 7.34100 23.75800 50.77800 0.072
H 7.71500 25.29700 51.13400 0.133
H 4.84100 23.57800 53.89700 0.165
H 5.87600 22.58300 53.02000 0.069
H 4.98100 22.97800 50.71600 0.069
H 3.90200 24.08600 51.48800 0.125
H 2.90900 21.66600 51.18500 0.060
H 2.92700 22.42600 52.74400 0.062
H 3.94300 21.28000 52.55300 0.071
O 9.08600 28.25400 52.97100 0.140
C 9.68000 28.42100 51.92300 -0.445
O 9.42300 29.34600 51.10100 0.278
B 10.57300 29.39500 50.13500 -0.784
O 11.55100 28.34100 50.65500 0.329
C 11.01200 27.90400 51.64500 -0.438
O 11.45800 26.94600 52.33000 0.071
O 11.22300 30.67400 50.26600 0.327
C 11.16500 31.22400 49.17200 -0.411
O 11.95500 32.22700 48.87400 0.083
C 10.52500 30.46100 48.22700 -0.439
O 10.22000 29.33300 48.73800 0.286
O 10.06600 30.69900 47.10600 0.147
O 6.36400 22.74600 56.42900 -0.027
H 6.11000 22.37600 57.29000 0.099
H 5.58800 22.80300 55.92200 -0.026
O -0.05500 28.64100 53.50900 -0.036
H 0.65100 28.93800 54.09300 -0.010
H -0.16700 27.73000 53.95600 0.120
O 0.63700 26.24200 54.78600 -0.057
H 0.62100 25.36000 54.27800 0.102
H 0.18800 25.74800 55.46100 0.089
O 9.95100 22.68100 49.41100 -0.004
H 10.37600 21.94700 49.83600 0.060
H 10.32700 23.36800 49.85600 -0.040
O 10.36300 24.27500 56.66900 -0.045
H 10.53000 24.77500 55.89800 -0.042
H 9.42700 24.23500 56.68900 -0.043
O 0.13900 20.46200 51.79400 0.002
H 0.63000 19.56900 51.55800 0.165
H 0.09400 20.70800 50.86100 0.092
O 7.74900 25.20500 56.64000 -0.097
H 7.27500 26.04900 56.31300 0.038
H 7.12700 24.47900 56.59400 -0.018
O 3.79600 31.04500 55.36300 -0.096
H 2.82600 30.87300 55.51400 0.026
H 3.93700 30.97800 54.40600 -0.101
O 3.83700 22.53000 55.40800 -0.020
H 3.12700 23.00500 55.71300 0.021
H 3.56400 21.56600 55.35300 0.115
O 6.21300 24.23400 48.42600 -0.129
H 5.22400 24.33000 48.24700 0.093
H 6.75900 25.13100 48.29100 0.133
O 1.07600 30.11900 55.18300 -0.103
H 0.56800 29.99000 56.04800 0.119
H 0.44700 30.89600 54.88200 0.161
O -1.08400 28.84900 51.72100 -0.137
H -1.91000 29.04300 52.27000 0.054
H -0.41300 28.77100 52.41800 -0.229
O 11.32600 25.78100 54.18200 -0.046
H 11.63200 25.26500 53.52900 -0.039
H 10.94800 26.55800 53.68800 0.014
O 4.45100 30.92500 53.12200 -0.058
H 4.75300 29.97600 53.16600 0.065
H 3.98500 30.93200 52.17200 0.167
O 6.47400 19.87000 52.99300 -0.110
H 5.75400 19.20100 53.08800 0.031
H 6.97700 20.15100 53.78400 -0.145
O 4.49600 28.91800 57.13700 -0.085
H 3.86800 27.99100 56.96700 0.146
H 4.20300 29.54200 56.56900 -0.093
O 6.47000 27.43900 55.72200 -0.067
H 6.87300 28.19300 55.41800 0.011
H 5.64100 27.88700 56.21300 0.089
O 7.40800 21.78500 48.80100 -0.113
H 8.30900 22.02200 48.87300 -0.059
H 6.74300 22.53300 48.52300 0.038
O 1.97900 19.12000 54.11500 -0.074
H 2.88500 18.82900 53.83400 0.083
H 1.30300 18.40700 54.27000 0.098
O 10.19900 25.50600 49.61100 -0.121
H 10.78200 25.95200 48.95200 0.066
H 9.10800 25.73200 49.34600 0.166
O 7.42800 20.36400 54.96800 0.066
H 8.27100 20.28400 55.14700 0.008
H 7.18200 21.28200 55.34400 0.097
O -0.04800 24.00100 53.09600 -0.079
H 0.54800 23.20800 53.29100 0.030
H -0.12300 23.90000 52.13500 0.057
O 2.15200 26.99500 56.46900 -0.111
H 1.61800 26.83100 55.60700 -0.040
H 1.51200 27.52900 56.96200 0.043
O 6.54500 28.32900 49.89700 0.029
H 5.83500 28.22100 49.20200 0.094
H 6.63600 29.12900 50.12500 -0.089
O 0.68200 21.46200 53.64400 -0.052
H 1.18900 20.73300 53.92000 -0.034
H 0.44500 21.17500 52.80900 -0.181
```

E_tot in eV: -86480.07634
Energy relative to the best compared isomer or geometry (same formula, charge and spin) in kcal per mole: 122.5
2S+1: 1

# 2
DFT (ωB97M-V with the def2-TZVPD basis set) results for a cluster of 2 separate species, C3H4N2OP2 in total at a distorted geometry.

Structure (XYZ):
```
12
Properties=species:S:1:pos:R:3:lowdin_charge:R:1
C -1.92490 1.13374 0.03618 0.026
C -1.31722 0.22393 -0.68805 -0.201
C 0.11383 0.05134 -0.64091 -0.667
N 3.72935 1.37398 0.91202 -0.490
N 0.21970 -2.02245 0.92888 -0.254
O 0.98013 0.89859 -0.77610 -0.168
P 3.20475 0.27433 0.09179 0.676
P 0.83989 -1.65140 -0.46535 0.816
H -3.05966 1.05022 0.08442 0.089
H -1.46199 1.80134 0.82542 0.102
H -1.93068 -0.26896 -1.54104 0.146
H 0.60680 -2.86467 1.23274 -0.075
```

SMILES: [H]/N=P/C(=O)C=C.N#P
E_tot in eV: -26777.00061
Energy relative to the best compared isomer or geometry (same formula, charge and spin) in kcal per mole: 52.1
2S+1: 1

# 3
DFT (ωB97M-V with the def2-TZVPD basis set) results for a cluster of 2 separate species, C5H13NO2 in total at a distorted geometry.

Structure (XYZ):
```
21
Properties=species:S:1:pos:R:3:lowdin_charge:R:1
C 0.06698 -0.49737 0.56159 -0.225
C -0.46650 -0.49553 2.06998 -0.073
C 1.15846 0.54524 0.38409 -0.274
N 1.76237 0.36699 -0.88254 -0.138
C 0.96027 0.43383 -2.07137 -0.201
C 0.62060 -1.04188 -2.33936 -0.280
O -0.37901 -1.47591 -2.86829 0.035
H -0.93122 -0.23299 -0.05370 0.141
H 0.24690 -1.48217 0.32310 0.062
H 0.38253 -0.21971 2.63422 0.042
H -0.65687 -1.57476 2.51804 0.121
H -1.29067 0.13212 2.09997 -0.007
H 1.87996 0.53084 1.12991 0.088
H 0.61784 1.60340 0.48683 0.158
H 2.70258 0.92085 -0.95613 0.167
H 1.54721 0.93784 -2.81149 0.105
H -0.15752 0.90655 -2.05239 0.174
H 1.36753 -1.66456 -1.73990 0.128
H -3.66831 0.22223 0.84147 0.086
H -2.49722 0.97190 1.63220 -0.031
O -3.26591 1.11309 1.09378 -0.078
```

SMILES: CCCNCC=O.O
E_tot in eV: -10978.34181
Energy relative to the best compared isomer or geometry (same formula, charge and spin) in kcal per mole: 81.6
2S+1: 1

# 4
DFT (ωB97M-V with the def2-TZVPD basis set) results for a cluster of 2 separate species, C5H15NO in total at a distorted geometry.

Structure (XYZ):
```
22
Properties=species:S:1:pos:R:3:mulliken_spin:R:1
C 2.08374 -0.93388 1.49314 0.106
C 1.77564 0.40398 0.74294 0.319
N 0.48509 0.33110 -0.06277 0.133
C -1.88321 1.04938 -0.20868 0.545
C -0.79798 0.41518 0.73639 -0.456
C -1.25499 -0.94165 1.37320 0.255
H 2.95556 -0.93309 2.22729 -0.031
H 1.19787 -1.37013 2.09258 0.011
H 2.26270 -1.84984 0.81721 -0.069
H 2.64978 0.64108 0.17388 -0.200
H 1.58192 1.20634 1.52783 0.019
H 0.07772 0.38981 -1.06358 0.039
H -2.90999 1.25145 0.24183 0.021
H -2.06701 0.35720 -1.07594 -0.180
H -1.42517 2.04150 -0.46909 -0.036
H -0.58815 1.07664 1.63338 -0.059
H -2.31593 -0.97232 1.75811 -0.008
H -0.74280 -1.11268 2.33935 0.061
H -1.08069 -1.77933 0.62085 -0.129
H -0.43093 -0.87505 -3.95660 -0.527
H 0.60494 0.10174 -3.55166 -0.298
O -0.33807 -0.05615 -3.46224 1.483
```

Total charge: -1
E_tot in eV: -8962.98996
Energy relative to the best compared isomer or geometry (same formula, charge and spin) in kcal per mole: 43.5
2S+1: 2
<S²>: 0.7504

# 5
DFT (ωB97M-V with the def2-TZVPD basis set) results for a cluster of 2 separate species, C6H13N2 in total at a distorted geometry.

Structure (XYZ):
```
21
Properties=species:S:1:pos:R:3:lowdin_charge:R:1
C 0.17072 -0.71296 0.01630 -0.180
C -1.07918 -0.47294 -0.02690 0.094
C 1.45022 0.19101 -0.06859 -0.380
C 0.47764 -2.19760 0.28836 0.008
C -2.48140 -0.55937 -0.13560 -0.020
C 1.83297 0.77153 1.08983 0.035
N 2.23174 0.25721 -1.17586 0.110
N -0.83278 2.07684 0.04616 0.095
H 1.20174 -2.70742 -0.53892 0.163
H -0.36862 -2.85455 0.38189 0.073
H 0.95935 -2.07972 1.28515 0.112
H -3.00386 -0.28286 0.79474 0.123
H -2.82076 -1.58192 -0.30443 0.134
H -2.83940 -0.08055 -1.01346 0.108
H -1.61083 1.74524 0.61649 0.033
H 2.71459 1.30231 1.01960 0.044
H 1.34786 0.69230 2.02873 0.067
H 2.96307 0.98596 -1.10143 0.126
H 2.27187 -0.18820 -2.09459 0.123
H -0.14021 2.67908 0.60107 0.106
H -1.26386 2.51962 -0.70800 0.022
```

Total charge: +1
E_tot in eV: -9402.37225
Energy relative to the best compared isomer or geometry (same formula, charge and spin) in kcal per mole: 103.7
2S+1: 1

- What is the formula in the fifth record?
  C6H13N2